No. 1
The following is a quantum chemistry calculation of a molecular structure, C6H17InN2O6PSV in a non-equilibrium geometry, from the OMol25 dataset.

```
35
Properties=species:S:1:pos:R:3:forces:R:3:lowdin_charge:R:1
In 0.863139 -0.400067 1.173162 -0.2938 0.3000 1.1604 0.758
V -3.145128 2.066300 -4.516557 0.0197 0.9621 1.1765 1.112
S -3.711392 -0.637100 -2.044129 0.2828 0.0265 -0.4221 0.726
P 1.808327 -2.203760 -0.403390 2.0947 -1.8684 -0.7161 0.604
O 0.955637 -2.184845 -1.925947 -0.7444 -1.7885 3.3242 -0.274
O 0.133786 3.735195 1.200310 4.9674 -6.5150 0.4693 -0.065
O 1.568930 -3.747234 0.435414 0.3238 2.0376 -0.7659 -0.309
O 1.845906 -0.512355 3.019734 -0.2886 -2.1079 -0.3865 -0.412
O -3.585691 0.374119 -4.686185 1.0309 3.3962 -0.0924 -0.643
O -2.704566 3.758481 -4.346929 -1.0893 -4.4528 -0.8616 -0.568
N 0.783730 1.545401 0.297268 2.2336 1.0612 2.1240 -0.197
N 3.405120 -2.080005 -0.636557 -2.4102 1.0740 0.8531 -0.217
C 2.043783 2.706776 2.537823 -0.1889 -0.4796 0.3126 -0.053
C 0.967351 2.662899 1.299497 -3.9886 5.3426 -0.5498 -0.359
C -3.474403 -1.060036 -0.234638 1.1070 0.6677 1.4199 -0.511
C -1.334126 -1.024204 1.515905 -2.2533 -0.9044 -1.1928 -0.182
C -1.888475 -1.420717 -0.011463 1.7430 0.7019 0.2230 -0.354
C 1.667151 1.689692 -0.921506 -0.8017 0.2357 -1.7973 -0.171
H 2.613371 2.360346 -0.763408 -1.6335 -1.4719 -0.1838 0.107
H -4.145128 -1.983385 0.036703 1.1262 1.9355 -0.7613 0.100
H 1.579431 2.152261 3.483423 0.9292 0.9080 -2.2136 0.098
H 2.263622 3.812832 2.917838 -0.6503 -2.3808 -1.3419 0.106
H -2.553606 -0.031131 -2.598903 -0.9361 -0.9193 1.4945 -0.114
H -1.240903 -0.737887 -0.744566 -1.6702 -1.3937 1.3745 0.066
H 1.905400 -1.489601 3.300449 -0.1966 2.2939 -0.6056 0.006
H 0.040251 -2.620609 -1.784990 1.9444 0.9393 -0.4444 0.073
H 3.031074 2.149000 2.243836 -1.9039 1.0634 0.6126 0.087
H 1.002481 2.218518 -1.753901 1.5394 -0.8670 1.5689 0.101
H 1.923587 0.617510 -1.378217 -0.2460 2.4213 1.0890 0.067
H 3.731015 -1.234774 -0.117366 -0.0191 -0.7813 -0.6489 -0.023
H -1.436642 -1.909790 2.273940 0.1820 1.8991 -1.3189 0.073
H 2.305392 -3.873861 1.114154 -1.0911 0.5571 -1.6123 0.080
H -1.875601 -0.034995 1.844110 1.2528 -1.8991 -0.3241 0.074
H -1.602030 -2.536417 -0.283263 -0.8878 2.1900 0.6695 0.115
H -3.740794 -0.126560 0.458349 0.5165 -2.1834 -1.6329 0.100
```
Positions in Å, forces in eV/Å.

Spin multiplicity: 1
E_LUMO: -5.998 eV
Frontier orbital gap: 0.082 hartree
Molecular weight: 442.013 g/mol
Largest force on an atom: 0.160 Eh/bohr
HOMO energy: -8.23 eV
E_tot: -72735.053 eV



No. 2
The following is a quantum chemistry calculation of 2 unconnected molecules or ions with the total composition C6H17N, from the OMol25 dataset.

```
24
Properties=species:S:1:pos:R:3:forces:R:3:lowdin_charge:R:1
N 1.422148 -1.391446 -0.490100 0.4473 -0.5739 -0.5873 -0.176
C -0.953941 1.827251 0.086642 0.0231 0.4586 0.3800 -0.500
C 0.458501 1.668009 0.642128 -0.0458 0.4229 -0.0355 -0.100
C 1.940571 -2.221550 0.598275 -0.3104 0.2635 0.2148 -0.148
C -1.959660 2.125063 1.198360 0.2427 0.1964 -0.2516 -0.096
C 0.603661 -2.188395 -1.400803 -0.0553 -0.3597 0.1651 -0.167
C -1.388791 0.621167 -0.720806 -0.2375 0.2162 -0.4433 -0.099
H 0.807048 2.565101 1.166553 -0.1859 0.0577 -0.1291 0.073
H -2.963250 2.177107 0.773312 -0.0868 -0.0444 0.1892 0.073
H 1.158106 1.465382 -0.170594 0.0350 -0.1875 0.1973 0.065
H -0.966093 2.719407 -0.550109 0.0997 -0.1589 -0.2361 0.126
H -1.729026 3.090212 1.655621 -0.0762 -0.0601 0.0918 0.074
H -0.647778 0.347443 -1.465002 0.2365 -0.1729 0.0889 0.054
H -1.914155 1.358815 1.969579 -0.1457 -0.1172 0.0973 0.076
H -1.622791 -0.234928 -0.091191 0.1982 -0.1381 0.0993 0.080
H -2.287847 0.853733 -1.288632 -0.2650 0.0512 0.0479 0.074
H 0.481463 0.870245 1.376632 0.1464 -0.3870 -0.0454 0.068
H 2.138140 -3.254922 0.292111 0.2288 -0.0212 -0.0578 0.067
H -0.307469 -2.521287 -0.903741 -0.0983 0.1124 0.0254 0.076
H 1.119354 -3.098894 -1.749252 -0.0050 0.0658 0.0383 0.073
H 0.333976 -1.609665 -2.277155 -0.1172 0.1541 -0.0673 0.065
H 2.845786 -1.761975 0.998237 -0.0357 -0.1322 0.0216 0.076
H 1.207366 -2.271270 1.407431 -0.0041 0.0323 -0.0113 0.073
H 2.224681 -1.134605 -1.057495 0.0112 0.3221 0.2077 0.095
```
Positions in Å, forces in eV/Å.

Spin multiplicity: 1
E_LUMO: 1.034 eV
Frontier orbital gap: 0.371 hartree
SMILES: CC(C)C.CNC
Molecular weight: 103.209 g/mol
Largest force on an atom: 0.018 Eh/bohr
HOMO energy: -9.07 eV
Energy above the lowest of the compared OMol25 structures with the same formula, charge and spin: 0.3494 eV
E_tot: -7987.437 eV



No. 3
The following is a quantum chemistry calculation of 2 unconnected molecules or ions with the total composition C6H17N2 in a non-equilibrium geometry, from the OMol25 dataset.

```
25
Properties=species:S:1:pos:R:3:forces:R:3:lowdin_charge:R:1
N -2.656480 2.734265 -0.941007 -0.3280 0.0591 0.5650 0.042
N 2.032622 -1.857081 1.282147 -0.1635 0.0034 0.6226 -0.107
C 0.721117 -1.416783 1.029188 -0.7475 -0.3938 -0.2828 -0.185
C -0.856881 0.597698 -2.589192 0.4972 -0.2299 -0.4757 -0.029
C 2.650681 -1.383671 2.519725 0.7280 -0.3977 -0.3808 -0.084
C -0.515298 0.448255 -0.148692 -0.2108 -2.6197 0.9968 0.050
C -1.225331 -0.148029 -1.242862 -0.8397 1.0170 -1.2481 -0.182
C 0.784582 -0.030486 0.197101 1.0340 1.8304 -0.0585 -0.114
H 0.179443 0.930311 -2.620985 -0.0405 0.1697 0.1160 0.084
H 1.471018 -0.141210 -0.642596 -0.2961 -0.4876 -0.1459 0.146
H -0.962652 -0.091049 -3.423770 -0.1668 -0.1778 0.1302 0.091
H 2.233122 -1.810234 3.434600 -0.4475 0.3370 -0.0194 0.090
H 3.693690 -1.703962 2.524215 0.0066 0.1245 -0.1424 0.090
H 0.209441 -2.159109 0.416529 -0.0562 0.1360 -0.1033 0.126
H 2.100211 -2.858745 1.174190 0.1344 0.0350 -0.1550 0.129
H -0.988003 -1.207792 -1.340470 0.3119 0.0151 0.0256 0.139
H 0.071569 -1.189366 1.879883 0.3162 -0.1555 0.2880 0.131
H -2.299804 0.020021 -1.224794 -0.0531 -0.2986 0.5764 0.122
H -2.570606 3.735732 -0.781573 0.2391 0.0006 -0.2560 0.040
H -1.554932 1.415864 -2.724149 0.1856 0.1862 0.0850 0.060
H -1.880738 2.305238 -0.443903 -0.1251 0.4565 -0.0399 -0.029
H 2.662287 -0.296793 2.497165 -0.1286 0.0560 0.3708 0.080
H 1.252122 0.662642 0.903417 0.0472 -0.0744 0.0111 0.128
H -1.074547 0.941629 0.644646 0.1077 0.5780 -0.2488 0.145
H -3.476631 2.502656 -0.378812 -0.0047 -0.1696 -0.2308 0.040
```
Positions in Å, forces in eV/Å.

Spin multiplicity: 1
E_LUMO: -6.481 eV
Charge: +1
Frontier orbital gap: 0.244 hartree
Molecular weight: 117.216 g/mol
Largest force on an atom: 0.055 Eh/bohr
HOMO energy: -13.11 eV
Energy above the lowest of the compared OMol25 structures with the same formula, charge and spin: 3.3647 eV
E_tot: -9468.670 eV



No. 4
The following is a quantum chemistry calculation of a gas-phase ion, C6H17N2 (charge +1) in a non-equilibrium geometry, from the OMol25 dataset.

```
25
Properties=species:S:1:pos:R:3:forces:R:3:lowdin_charge:R:1
N 0.126728 -0.585061 -0.050697 -0.8710 0.9135 -1.2847 -0.103
N -2.178685 0.620952 -0.798588 -0.6198 1.1857 1.5845 0.155
C -0.906823 1.645837 -0.800986 0.3178 -0.7518 1.1106 -0.227
C 1.030153 -0.681702 2.376989 -0.5237 0.1788 0.1021 -0.086
C 0.445077 -1.431436 1.128806 1.8897 -1.7272 0.2387 -0.379
C -0.642820 2.064009 -2.235868 0.9824 1.9045 -0.8958 -0.076
C 1.513667 -2.469355 0.542700 0.9289 -0.5908 3.4698 -0.054
C 0.315677 0.847330 -0.043770 -1.0742 1.4315 0.3655 -0.169
H 0.417016 2.004518 -2.620355 -0.6699 0.2807 1.2224 0.108
H 1.551441 -2.467765 -0.503924 0.1641 0.3022 -1.5162 0.027
H 1.137193 -1.288127 3.318618 -0.1282 -0.0988 -1.3481 0.101
H 1.197390 1.217634 -0.582079 0.0499 -0.3047 0.1672 0.116
H 0.347456 -0.944685 -1.039770 -0.1288 0.1465 2.6130 0.163
H -1.060740 1.422826 -2.964051 -1.0940 -0.8759 -0.7571 0.050
H -2.405268 0.539192 -1.826351 0.0160 -0.6639 1.7003 0.155
H 2.025783 -0.227076 2.191037 -0.7408 -0.0550 -0.0413 0.089
H -1.002085 3.126558 -2.484228 0.4315 -1.6236 0.5204 0.120
H 0.271448 0.060663 2.692443 0.6169 0.0783 -0.1425 0.066
H -1.054862 2.559184 -0.192420 -0.6832 -0.7977 -0.2665 0.139
H 0.368858 1.287418 1.006390 -0.1084 -0.9079 -1.3933 0.124
H -0.459704 -1.994148 1.549482 0.9709 0.7590 -1.1048 0.140
H -3.089418 0.771454 -0.193533 2.1884 0.6186 -1.7957 0.207
H -1.763991 -0.213002 -0.251318 0.3716 0.2132 -1.7023 0.138
H 1.198366 -3.491877 0.798480 0.1861 0.2321 0.1125 0.070
H 2.618144 -2.373340 0.982992 -2.4724 0.1528 -0.9586 0.126
```
Positions in Å, forces in eV/Å.

Spin multiplicity: 1
E_LUMO: -3.258 eV
Charge: +1
Frontier orbital gap: 0.355 hartree
SMILES: CC(C)NC[C@@H](C)[NH3+]
Molecular weight: 117.216 g/mol
Largest force on an atom: 0.071 Eh/bohr
HOMO energy: -12.93 eV
Energy above the lowest of the compared OMol25 structures with the same formula, charge and spin: 2.3531 eV
E_tot: -9469.681 eV



No. 5
The following is a quantum chemistry calculation of 2 unconnected molecules or ions with the total composition C6H17N2 in a non-equilibrium geometry, from the OMol25 dataset.

```
25
Properties=species:S:1:pos:R:3:forces:R:3:lowdin_charge:R:1
N -0.473099 -0.529931 -0.298583 1.4705 -0.9057 0.3083 0.205
N 1.525124 -0.169277 1.541512 -1.0041 -1.3649 -2.1490 0.019
C 1.863538 -0.779373 0.312114 2.8149 1.3232 2.3205 -0.231
C -2.568005 1.512322 -0.718384 -0.4112 -0.7587 1.4167 -0.083
C -1.129910 1.746578 -0.243671 -0.0475 0.5799 -1.4968 -0.215
C 0.741285 0.979424 1.286670 1.9383 0.6165 0.2773 -0.116
C 2.645055 -2.071468 0.439522 0.3582 -0.2578 -0.9560 -0.014
C -0.606483 0.567282 0.574265 -1.2527 0.3297 -0.4965 -0.362
H -3.241029 1.368060 0.138918 0.0681 0.2984 0.0132 0.082
H -2.606443 0.525412 -1.194659 -0.0009 0.4132 -0.4894 0.054
H 2.206826 -2.925880 -0.078212 -0.4089 0.0204 0.3330 0.094
H -1.317440 0.305836 1.371756 0.1898 -0.1306 0.0621 0.170
H -0.943905 2.717141 0.206135 -0.3171 0.0023 0.5940 0.120
H 1.011857 -0.931375 -0.441448 -3.1003 0.4499 -0.6297 0.133
H -3.003016 2.306580 -1.318450 0.3121 -0.0756 -0.2022 0.086
H 3.590275 -1.965824 -0.111002 -0.0571 0.2037 0.4741 0.102
H 1.284881 1.563545 0.535510 -0.1922 0.0795 0.1183 0.137
H 1.035455 -0.864522 2.099026 0.4633 0.1994 0.8697 0.158
H -0.567570 -1.400925 0.244581 -0.3101 0.0602 -0.2416 0.115
H 2.833760 -2.288027 1.488250 0.0114 -0.1585 -0.0935 0.094
H 0.733085 1.592705 2.185958 -1.1313 -0.0079 -0.0576 0.152
H 2.332971 0.029688 -0.271110 0.1261 -0.5868 -0.2532 0.160
H -0.573384 1.825886 -1.187018 0.4713 -0.3312 0.2719 0.125
H -2.518543 -1.802746 -3.514459 -0.2009 -0.3702 -0.3403 0.022
H -2.255285 -1.311112 -3.047220 0.2104 0.3718 0.3465 -0.007
```
Positions in Å, forces in eV/Å.

Spin multiplicity: 1
E_LUMO: -6.850 eV
Charge: +1
Frontier orbital gap: 0.312 hartree
Molecular weight: 117.216 g/mol
Largest force on an atom: 0.075 Eh/bohr
HOMO energy: -15.34 eV
Energy above the lowest of the compared OMol25 structures with the same formula, charge and spin: 5.2580 eV
E_tot: -9466.776 eV



No. 6
The following is a quantum chemistry calculation of 2 unconnected molecules or ions with the total composition C6H17N2 in a non-equilibrium geometry, from the OMol25 dataset.

```
25
Properties=species:S:1:pos:R:3:forces:R:3:lowdin_charge:R:1
N 0.034656 1.708906 0.251312 -0.3125 0.9937 -0.9842 0.177
N -2.523598 -2.221955 -0.692642 0.7032 0.1376 -1.5287 -0.041
C 3.589571 0.263845 0.093726 0.4288 0.2111 -0.0222 -0.093
C -2.188143 -2.214568 -1.933704 -0.5013 -0.5341 1.3732 -0.037
C 1.488151 1.543209 0.634874 0.0024 -0.4492 -0.0594 -0.161
C -2.797038 -0.938229 -0.075525 -0.0913 0.4476 -0.1413 -0.309
C 2.100014 0.443035 -0.228975 -0.1271 -0.2915 -0.0282 -0.252
C -1.929687 -0.754254 1.185388 -1.4609 -0.4171 0.6981 -0.107
H -2.190029 -1.546144 1.935905 0.3110 0.7680 -0.6268 0.108
H 1.949289 0.717255 -1.289867 0.1772 -0.1486 0.3140 0.121
H -2.045087 0.227728 1.672081 -0.4112 -0.2542 -0.1182 0.072
H -1.963546 -3.177454 -2.414726 -0.1068 0.4433 0.1631 0.077
H 4.047317 -0.534325 -0.520532 -0.3527 0.3968 0.3464 0.090
H -2.153341 -1.306377 -2.558404 0.0402 -0.1184 0.2352 0.072
H -0.895695 -0.864728 0.972505 1.2064 -0.4856 -0.3638 0.028
H 1.505053 1.309538 1.699304 -0.0043 -0.0708 -0.0495 0.139
H 4.161508 1.198817 -0.110317 -0.4144 -0.6152 0.1789 0.092
H 1.994393 2.490306 0.487008 -0.0691 0.1918 -0.0813 0.134
H 1.563437 -0.518199 -0.061720 0.2467 0.5555 -0.0637 0.121
H -0.050300 1.945357 -0.774324 0.1026 -0.1735 1.2682 0.194
H 3.722166 0.000129 1.161196 -0.0107 0.1125 -0.5574 0.090
H -0.471875 0.832094 0.385036 -0.1077 -0.1746 0.1179 0.084
H -2.619191 -0.126533 -0.824125 -0.1747 -0.1241 0.4551 0.093
H -3.865614 -0.918737 0.208908 0.4888 0.0790 -0.1075 0.124
H -0.462409 2.441284 0.797618 0.4375 -0.4799 -0.4178 0.186
```
Positions in Å, forces in eV/Å.

Spin multiplicity: 1
E_LUMO: -3.565 eV
Charge: +1
Frontier orbital gap: 0.342 hartree
Molecular weight: 117.216 g/mol
Largest force on an atom: 0.033 Eh/bohr
HOMO energy: -12.88 eV
Energy above the lowest of the compared OMol25 structures with the same formula, charge and spin: 1.4772 eV
E_tot: -9470.557 eV



Among the records above, which one has the highest E_LUMO?
C6H17N



The lowest HOMO energy belongs to which entry?
number 5



Which formula does entry 4 have?
C6H17N2



Among the records above, which one has the highest molecular weight?
C6H17InN2O6PSV